A | Density functional theory data (ωB97M-V with the def2-TZVPD basis set) for 10 unconnected molecules or ions with the total composition C38H99F2N6O22S2.

Values from the calculation:
**HOMO level**: -6.1 eV
**Charge**: -1
**Kohn-Sham gap**: 8.27 eV
**E_LUMO**: 2.2 eV

```
169
Properties=species:S:1:pos:R:3:mulliken_charge:R:1
N -14.7013 -21.3356 0.2691 -0.68
S -15.5168 -20.0756 0.0427 0.56
O -16.1329 -20.0252 -1.2908 -0.49
O -15.1345 -18.8836 0.7814 -0.50
F -16.7835 -20.5285 0.8779 -0.42
S -13.2738 -20.7596 -0.4710 0.70
O -12.4430 -19.8875 0.3510 -0.17
O -13.3698 -20.3951 -1.8958 -0.14
F -12.5037 -22.1716 -0.5529 -0.48
C -14.9822 -16.5353 -2.1993 -0.47
O -14.2181 -17.3437 -3.0198 0.31
C -14.3929 -17.1877 -4.4410 -0.76
C -13.2618 -17.8006 -5.2342 -0.29
N -13.3336 -19.2431 -4.9162 -0.25
C -12.4177 -20.0241 -5.8735 -0.38
C -12.1168 -21.4622 -5.2226 -0.19
O -13.1593 -22.2308 -4.6028 -0.38
C -12.6468 -23.4218 -3.9818 -0.26
H -14.6644 -15.5025 -2.3416 0.52
H -14.8718 -16.7596 -1.1384 -0.80
H -16.0561 -16.4686 -2.3734 0.60
H -14.5261 -16.1132 -4.5664 0.53
H -15.3208 -17.6823 -4.7285 0.06
H -12.2819 -17.4148 -4.9531 -0.03
H -13.4634 -17.6152 -6.2892 0.52
H -12.9404 -19.2986 -3.9876 -0.12
H -11.4745 -19.5017 -6.0330 -0.03
H -12.8789 -20.1573 -6.8521 0.47
H -11.2830 -21.3540 -4.5290 -0.28
H -11.7463 -22.1225 -6.0067 0.68
H -12.0780 -24.0028 -4.7078 0.41
H -13.5074 -23.9789 -3.6116 0.09
H -12.1745 -23.0669 -3.0658 -0.10
C -11.2910 -19.2119 6.9812 -0.75
O -10.6868 -18.8543 5.7647 -0.13
C -9.3140 -18.5407 5.7795 -0.82
C -8.7073 -18.4541 4.3585 -0.68
N -9.1764 -19.5805 3.4959 0.14
C -8.6434 -20.8787 3.8884 -0.75
C -9.0863 -22.1230 3.0226 -0.61
O -10.4535 -22.1838 3.3889 0.00
C -11.1631 -23.2469 2.8308 -0.25
H -10.9316 -20.1922 7.2941 0.27
H -12.3660 -19.1410 6.8153 0.15
H -11.1056 -18.4621 7.7503 0.35
H -8.6710 -19.2657 6.2785 0.38
H -9.1576 -17.6769 6.4256 0.54
H -7.6186 -18.4581 4.4116 0.42
H -8.9400 -17.4547 3.9908 0.19
H -9.0113 -19.2904 2.5426 0.03
H -8.7700 -21.1412 4.9387 0.26
H -7.5759 -20.6954 3.7665 0.48
H -8.4637 -22.9602 3.3382 0.37
H -8.8918 -22.0132 1.9557 0.23
H -12.1230 -23.3471 3.3375 -0.29
H -10.5970 -24.1637 2.9955 0.46
H -11.3376 -23.1239 1.7619 0.09
C -9.6454 -16.0060 -7.4141 -0.86
O -9.3756 -17.3589 -6.8261 -0.31
C -8.3416 -17.3469 -5.8217 -0.81
C -8.0754 -18.8004 -5.3811 0.29
N -7.1808 -18.7834 -4.2022 -0.29
C -6.9584 -20.1755 -3.7471 -1.29
C -8.2072 -21.0173 -3.2740 -0.23
O -8.8278 -20.5221 -1.9760 -0.36
C -9.8025 -21.4800 -1.5651 -0.06
H -10.0331 -15.2623 -6.7179 0.30
H -10.3431 -16.0961 -8.2467 0.28
H -8.7729 -15.5781 -7.9079 0.36
H -8.4159 -16.6432 -4.9926 0.34
H -7.4293 -17.0528 -6.3406 0.49
H -7.6473 -19.3356 -6.2288 0.50
H -9.0590 -19.2269 -5.1844 -0.59
H -6.2742 -18.5530 -4.5833 0.33
H -6.2646 -20.0876 -2.9111 0.35
H -6.4427 -20.7802 -4.4931 0.60
H -7.7166 -21.9845 -3.1643 0.54
H -8.8893 -21.1919 -4.1061 0.23
H -9.3894 -22.4681 -1.3624 0.46
H -10.6195 -21.4046 -2.2826 -0.23
H -10.1228 -21.2756 -0.5434 -0.05
C -16.9424 -18.7234 3.6586 -0.40
O -17.4433 -19.1644 4.8180 -0.27
C -18.0628 -20.4989 4.8134 -0.05
C -18.6443 -20.8431 6.1887 -0.93
N -19.8346 -20.0653 6.6856 -0.50
C -19.7134 -18.5725 6.8214 -0.87
C -18.5075 -18.1967 7.6684 -0.21
O -18.5007 -18.8933 8.9168 -0.34
C -17.6908 -18.2851 9.9700 -0.75
H -17.6453 -18.5806 2.8378 0.40
H -16.2045 -19.4204 3.2613 -0.06
H -16.3565 -17.8223 3.8397 0.23
H -17.3094 -21.2402 4.5468 -0.17
H -18.8851 -20.5751 4.1020 0.43
H -17.7934 -20.6963 6.8539 0.44
H -18.8964 -21.9034 6.1674 0.43
H -20.0530 -20.4410 7.5973 0.32
H -20.5805 -18.2404 7.3924 0.48
H -19.8219 -18.1216 5.8350 0.29
H -18.5487 -17.1105 7.7499 0.48
H -17.5366 -18.3382 7.1935 0.23
H -16.6221 -18.3652 9.7711 0.28
H -17.9365 -18.7140 10.9415 0.25
H -17.8918 -17.2155 10.0299 0.31
C -18.4674 -18.2162 -3.3575 -0.75
O -18.5302 -17.1234 -2.4202 -0.34
C -19.0655 -17.6258 -1.1978 -0.77
C -18.6894 -16.6943 0.0170 -0.86
N -17.3214 -16.9689 0.4243 1.42
C -16.9248 -15.9809 1.4183 -0.96
C -16.4913 -14.5620 0.8502 -0.95
O -15.3068 -14.6907 0.0873 0.26
C -14.9100 -13.4571 -0.4407 -1.14
H -17.8626 -19.0835 -3.0927 0.27
H -17.9872 -17.8425 -4.2619 0.24
H -19.4073 -18.4561 -3.8545 0.37
H -18.8065 -18.6544 -0.9471 0.30
H -20.1438 -17.6690 -1.3512 0.54
H -19.4016 -17.0367 0.7677 0.42
H -18.9158 -15.6823 -0.3185 0.28
H -16.7141 -16.8522 -0.3743 -0.82
H -16.0795 -16.4595 1.9127 -0.02
H -17.7557 -15.8362 2.1089 0.71
H -16.3337 -13.9484 1.7372 0.50
H -17.4019 -14.0818 0.4919 0.43
H -15.5921 -13.0970 -1.2108 0.29
H -13.9155 -13.5377 -0.8797 0.25
H -14.8409 -12.7205 0.3597 0.39
C -14.5488 -22.1116 5.3652 -0.73
C -14.7990 -22.4835 3.8875 -0.27
O -14.4172 -21.4538 3.0130 -0.01
O -13.2360 -21.8023 5.7076 -0.42
H -14.8635 -22.9032 6.0452 0.42
H -15.2678 -21.3140 5.5523 0.09
H -15.8424 -22.7643 3.7439 0.28
H -14.2263 -23.3657 3.6015 0.39
H -14.5750 -21.8285 2.1434 0.17
H -12.6354 -22.5486 5.7692 0.25
C -12.4103 -15.5586 0.7883 0.14
C -11.9859 -16.7011 1.5908 0.14
O -11.5451 -16.6125 2.9537 -0.56
O -11.2027 -14.8379 0.6365 -0.60
H -13.0291 -14.9533 1.4507 0.27
H -12.9903 -15.8601 -0.0839 -0.28
H -11.2295 -17.2762 1.0567 0.40
H -12.8332 -17.3841 1.6507 -0.25
H -10.6629 -16.2407 2.8828 0.40
H -10.9869 -14.4508 1.4880 0.33
C -11.0142 -17.8964 -1.9343 0.58
C -9.7670 -16.9171 -2.0407 -0.55
O -8.5400 -17.6351 -1.7322 -0.66
O -10.8465 -18.9431 -2.8625 1.57
H -11.8497 -17.2330 -2.1580 -0.13
H -11.1259 -18.3120 -0.9328 -0.41
H -9.9412 -16.1277 -1.3094 0.43
H -9.7783 -16.5829 -3.0781 0.00
H -8.2982 -18.1341 -2.5159 0.17
H -9.9976 -19.3558 -2.6872 -0.75
C -16.1548 -24.2508 -1.1622 -0.36
C -14.8036 -24.8081 -0.6409 -0.34
O -14.6283 -24.2366 0.7097 -0.65
O -16.0012 -22.9075 -1.5765 -0.54
H -16.9392 -24.2840 -0.4060 0.26
H -16.4908 -24.9022 -1.9690 0.40
H -13.9166 -24.5256 -1.2080 0.05
H -14.9160 -25.8795 -0.4746 0.38
H -14.3768 -23.3103 0.6889 0.55
H -15.4343 -22.4817 -0.9293 0.41
```

B | Density functional theory data (ωB97M-V with the def2-TZVPD basis set) for 10 unconnected molecules or ions with the total composition C38H99F2N6O22S2.

Values from the calculation:
**HOMO level**: -6.3 eV
**Charge**: -1
**Kohn-Sham gap**: 8.48 eV
**E_LUMO**: 2.2 eV

```
169
Properties=species:S:1:pos:R:3:mulliken_charge:R:1
N 15.5158 -19.1332 21.8241 -0.45
S 14.2951 -18.1777 21.8148 0.36
O 13.6370 -18.0200 20.5352 -0.70
O 14.4795 -16.9929 22.5972 0.24
F 13.2699 -19.1124 22.5933 -0.39
S 16.7067 -18.0143 21.2716 0.70
O 17.3745 -17.2767 22.3123 -0.56
O 16.4579 -17.3057 20.0542 -0.30
F 17.8197 -19.0328 20.7557 0.12
C 16.0917 -19.3648 17.4624 -0.66
O 16.3433 -18.1575 16.7933 0.00
C 16.7203 -18.3046 15.4498 -0.70
C 16.7870 -17.0588 14.5887 -0.69
N 17.8819 -16.1786 15.0014 0.14
C 17.8793 -14.8735 14.4034 -0.76
C 19.0370 -14.0301 14.9597 -0.68
O 18.9759 -13.9757 16.3818 0.13
C 19.9223 -13.0457 16.8791 -1.05
H 15.3095 -19.8938 16.9021 0.50
H 15.6722 -19.1030 18.4307 0.04
H 16.9490 -20.0352 17.5700 0.08
H 16.1387 -19.1150 14.9915 0.56
H 17.7236 -18.7604 15.4665 0.17
H 15.8225 -16.5560 14.7466 0.36
H 16.8881 -17.2814 13.5275 0.45
H 17.9266 -16.0842 16.0093 -0.32
H 17.0123 -14.2233 14.5860 0.33
H 18.0547 -14.9114 13.3254 0.42
H 18.9795 -13.0359 14.5049 0.42
H 20.0085 -14.4441 14.6675 0.36
H 19.6554 -11.9933 16.7408 0.28
H 20.8834 -13.1705 16.3707 0.40
H 20.0352 -13.2209 17.9475 0.29
C 7.1237 -13.8973 21.7387 -0.89
O 8.1379 -14.8640 21.7308 -0.19
C 8.2055 -15.5188 22.9759 -1.02
C 9.3802 -16.4964 22.9594 0.42
N 8.9787 -17.6125 22.0971 -0.33
C 9.7466 -18.8527 22.2418 0.26
C 9.2323 -19.8366 21.2032 -0.98
O 9.5694 -19.4340 19.8720 -0.24
C 9.0360 -20.4352 19.0088 -0.78
H 6.8855 -13.5179 20.7430 0.25
H 7.4226 -12.9746 22.2545 0.34
H 6.1649 -14.1653 22.1924 0.34
H 7.2839 -16.0464 23.2380 0.41
H 8.3898 -14.8405 23.8219 0.41
H 9.5131 -16.9629 23.9352 0.16
H 10.2745 -15.9888 22.5869 -0.22
H 9.0345 -17.3696 21.1147 0.29
H 9.6513 -19.2287 23.2601 0.08
H 10.8018 -18.7052 21.9828 -0.08
H 8.1565 -19.9970 21.2926 0.42
H 9.7908 -20.7478 21.4537 0.43
H 8.0299 -20.8083 19.2225 0.30
H 9.7750 -21.2374 19.0787 0.31
H 8.9176 -20.1084 17.9744 0.25
C 16.4718 -17.5415 29.6202 -0.92
O 15.8277 -18.2653 28.5886 -0.16
C 15.2094 -19.4529 29.0504 -0.85
C 14.5303 -20.0917 27.8520 -0.65
N 13.4202 -19.2665 27.3589 -0.26
C 12.8569 -19.7966 26.1137 -0.42
C 11.6860 -18.8701 25.7435 -0.70
O 11.9260 -17.8275 24.8127 0.05
C 12.8579 -16.8068 25.1132 -0.10
H 15.8672 -17.4669 30.5254 0.37
H 16.6693 -16.5415 29.2309 0.22
H 17.4685 -17.9351 29.8436 0.31
H 14.4799 -19.3632 29.8596 0.43
H 15.9621 -20.1789 29.3808 0.41
H 14.0932 -21.0275 28.2216 0.45
H 15.1900 -20.3916 27.0306 0.26
H 13.8325 -18.3482 27.2213 0.22
H 12.3700 -20.7261 26.4241 0.61
H 13.5156 -20.0054 25.2665 0.06
H 11.0588 -18.4394 26.5312 0.34
H 10.9454 -19.4582 25.1889 0.18
H 12.5590 -16.2972 26.0400 0.70
H 12.8472 -16.0565 24.3311 -0.03
H 13.8649 -17.1667 25.3256 -0.44
C 21.3762 -16.2589 21.8752 -0.63
O 21.4115 -16.1077 20.4795 -0.53
C 20.2130 -16.6161 19.9186 0.41
C 20.2549 -16.6656 18.4151 0.41
N 21.2461 -17.5400 17.7722 -0.07
C 21.1834 -17.5074 16.3095 0.09
C 22.1225 -18.5157 15.6868 -0.79
O 21.6453 -19.8484 15.9440 -0.28
C 22.2205 -20.8060 15.0651 -0.97
H 20.5059 -15.7762 22.3292 0.18
H 22.2123 -15.8794 22.4691 0.38
H 21.4322 -17.3270 22.1161 0.27
H 19.3110 -16.0358 20.1484 0.23
H 19.9340 -17.5946 20.3237 -0.29
H 20.2002 -15.6415 18.0275 -0.51
H 19.3084 -17.1354 18.1228 0.01
H 22.1812 -17.2776 18.0652 0.38
H 21.4085 -16.5136 15.9043 0.23
H 20.1478 -17.7357 16.0496 -0.15
H 23.1346 -18.4102 16.0911 0.33
H 22.2110 -18.3660 14.6077 0.55
H 21.7007 -20.6972 14.1094 0.32
H 22.1442 -21.8153 15.4614 0.24
H 23.2818 -20.6238 14.8698 0.39
C 16.4436 -14.3507 18.2529 -0.10
O 15.1544 -14.3604 18.8325 -0.39
C 15.2049 -14.0068 20.2116 -0.70
C 13.8322 -14.0321 20.8647 -0.19
N 12.8613 -13.2477 20.1050 -0.24
C 11.5556 -13.2832 20.7970 -0.69
C 10.5740 -12.1733 20.4095 -0.65
O 10.1582 -12.4711 19.0872 -0.29
C 9.1897 -11.5784 18.5876 -0.71
H 16.8432 -13.3518 18.0578 0.37
H 16.3746 -14.8830 17.3050 -0.01
H 17.1282 -14.9145 18.8943 -0.04
H 15.6492 -13.0012 20.2217 0.50
H 15.9258 -14.6346 20.7456 0.12
H 13.9492 -13.6991 21.8934 0.15
H 13.5491 -15.0917 20.8448 0.23
H 12.6541 -13.6801 19.2128 0.34
H 11.7624 -13.1090 21.8602 0.39
H 11.1327 -14.2923 20.8192 0.43
H 11.0963 -11.2091 20.4341 0.40
H 9.7382 -12.0346 21.1039 0.33
H 8.2343 -11.7702 19.0855 0.17
H 9.0928 -11.7237 17.5124 0.26
H 9.4549 -10.5230 18.7135 0.32
C 21.2728 -21.3684 19.1563 -0.85
C 20.0965 -20.4703 19.6299 0.16
O 19.4673 -19.8840 18.4989 -0.25
O 22.3764 -20.6562 18.6123 -0.60
H 20.8767 -21.8577 18.2596 0.28
H 21.5143 -22.0206 19.9939 0.46
H 20.5222 -19.7956 20.3769 0.00
H 19.4579 -21.1844 20.1527 0.29
H 20.0189 -19.1051 18.2958 -0.14
H 22.0776 -20.2446 17.7884 0.36
C 16.4178 -18.3793 25.2614 3.29
C 17.8293 -18.1141 25.8189 -0.86
O 18.7899 -17.5207 24.9453 -0.62
O 16.4330 -19.5863 24.5187 -0.59
H 16.0413 -17.5501 24.6572 -0.87
H 15.7104 -18.5153 26.0784 -1.69
H 18.1731 -19.1395 25.9907 0.45
H 17.7290 -17.5855 26.7655 0.30
H 18.5319 -17.8151 24.0606 0.23
H 16.1877 -19.4549 23.5911 0.33
C 16.4907 -22.8234 21.1992 -0.58
C 15.8686 -22.2164 19.9510 0.04
O 14.7778 -21.3181 20.2912 -0.51
O 17.2351 -21.9215 21.9867 -0.56
H 17.0859 -23.6856 20.8709 0.44
H 15.7538 -23.4015 21.7685 0.24
H 15.5109 -23.0041 19.2903 0.41
H 16.6167 -21.6099 19.4313 -0.18
H 15.0556 -20.5337 20.8300 0.33
H 16.7619 -21.0914 21.9545 0.43
C 16.7530 -13.4283 24.2442 -0.61
C 16.0959 -14.7104 24.7585 0.26
O 14.7705 -14.3867 25.1755 -0.65
O 15.9007 -12.8752 23.2747 -0.47
H 17.7489 -13.6808 23.8590 0.29
H 16.9874 -12.7606 25.0817 0.35
H 16.5819 -15.2214 25.5876 0.35
H 15.9377 -15.4261 23.9442 -0.20
H 14.3719 -13.9042 24.4426 0.35
H 16.3672 -12.1485 22.8544 0.27
```

Short version: B is the most stable of them.

A | Density functional theory data (ωB97M-V with the def2-TZVPD basis set) for 6 unconnected molecules or ions with the total composition C6H25NO6.

Values from the calculation:
**HOMO level**: -8.4 eV
**SMILES**: CCCN[C@@H](C)CO.O.O.O.O.O
**Kohn-Sham gap**: 8.67 eV
**E_LUMO**: 0.2 eV

```
38
Properties=species:S:1:pos:R:3:mulliken_charge:R:1
C -1.0482 -3.0324 -0.6332 -0.37
C -0.5819 -3.2792 0.7895 -1.12
C -0.2010 -2.0154 -1.4015 -0.66
N -0.8008 -0.6884 -1.3170 -0.29
C -0.0175 0.4322 -3.4505 -1.45
C 0.0139 0.3691 -1.9020 0.60
C -0.4161 1.6949 -1.3204 -0.90
O -0.0500 1.9025 0.0372 -0.34
H -1.1174 -3.9765 -1.1818 0.39
H -2.0764 -2.6487 -0.6597 0.26
H 0.2515 -2.6724 1.1416 0.36
H -0.3397 -4.3222 0.9862 0.29
H -1.3143 -3.0520 1.5668 0.26
H 0.7862 -1.9232 -0.9544 0.35
H 0.0344 -2.3248 -2.4321 0.29
H -1.7412 -0.6867 -1.6845 0.30
H -0.7733 -0.2448 -3.8601 0.31
H -0.2268 1.4453 -3.8064 0.40
H 0.9289 0.1665 -3.9179 0.28
H 1.0387 0.1087 -1.6514 0.25
H -1.5077 1.8048 -1.3612 0.28
H -0.0046 2.5418 -1.8837 0.33
H 0.6797 1.3489 0.3324 0.22
H -1.5776 1.5805 4.7884 0.32
H -2.1356 2.5165 3.6599 0.32
O -2.2534 1.6725 4.1087 -0.63
H 3.9265 -0.5499 -1.3987 0.29
H 3.6979 0.1855 -2.7049 0.30
O 3.3132 -0.5128 -2.1513 -0.61
H 2.6922 1.0614 2.6222 0.29
H 2.1138 2.4128 3.0481 0.27
O 1.9706 1.6746 2.4401 -0.55
H 0.4144 0.0023 2.9598 0.31
H -0.3531 -1.1836 3.4103 0.31
O 0.5525 -0.9317 3.1871 -0.62
H -1.0332 3.1707 2.0540 0.27
H -1.7075 3.9116 0.8871 0.31
O -1.1372 4.0415 1.6535 -0.60
```

B | Density functional theory data (ωB97M-V with the def2-TZVPD basis set) for 7 unconnected molecules or ions with the total composition C6H25NO6.

Values from the calculation:
**HOMO level**: -9.2 eV
**SMILES**: CCN1CCCC1.O.O.O.O.O.O
**Kohn-Sham gap**: 9.76 eV
**E_LUMO**: 0.5 eV

```
38
Properties=species:S:1:pos:R:3:mulliken_charge:R:1
C 2.0475 2.0109 0.6279 -0.93
C 2.4341 0.5499 0.3902 -0.72
N 1.2685 -0.3339 0.3836 0.07
C 0.5486 -0.4419 -0.9073 -0.28
C -0.4087 -1.5606 -0.5547 -0.29
C 0.4103 -2.5385 0.3341 -0.51
C 1.6498 -1.7172 0.6674 -0.84
H 2.0842 2.2119 1.6958 0.28
H 1.0304 2.1711 0.2760 0.11
H 2.7552 2.6713 0.1462 0.38
H 2.8579 0.4353 -0.6065 0.34
H 3.1445 0.1591 1.1222 0.46
H 1.2057 -0.7593 -1.7331 0.05
H 0.2015 0.5624 -1.1534 0.20
H -1.3451 -1.2323 -0.0960 0.06
H -0.8114 -2.1552 -1.3875 0.29
H 0.7021 -3.4566 -0.1662 0.33
H -0.2228 -2.8139 1.1757 0.18
H 2.0117 -1.7254 1.7021 0.39
H 2.5280 -2.0054 0.0566 0.47
H -1.9389 1.0787 1.1376 0.40
H -2.9247 0.9911 -0.0153 0.36
O -2.7776 1.4455 0.8267 -0.82
H -2.6323 -2.3343 2.3391 0.30
H -2.5868 -0.8704 2.3349 0.31
O -3.0942 -1.5909 1.9318 -0.63
H -1.6562 2.6068 -1.8397 0.33
H -1.5029 2.0178 -3.2665 0.26
O -1.5871 1.7731 -2.3389 -0.59
H -1.9113 2.9545 0.3718 0.39
H -1.0060 4.2217 0.3420 0.26
O -1.1617 3.3808 -0.0962 -0.67
H -0.1421 -2.3459 -3.3279 0.33
H 1.3029 -1.8175 -3.3555 0.35
O 0.4885 -1.8570 -3.8616 -0.62
H -0.2100 -0.2394 1.5585 0.49
H -0.0547 0.5010 2.9229 0.24
O -0.6969 0.0525 2.3632 -0.73
```

Short version: B is the most stable of them.